Record 1
ORCA calculation (the ωB97M-V functional and the def2-TZVPD basis) on a molecular structure, C59H52N5O2P2RuS4Se in a non-equilibrium geometry.

Structure (XYZ):
```
126
C59H52N5O2P2RuS4Se, DFT the ωB97M-V functional and the def2-TZVPD basis
Ru -0.18 -0.08 0.34
S -0.63 -0.29 2.71
C -2.27 -0.19 2.89
N -2.81 0.17 4.05
C -4.26 0.37 4.17
C -4.98 -0.65 3.34
N -4.49 -0.57 1.96
C -5.52 -0.72 0.92
C -6.15 -2.10 0.92
C -7.44 -2.27 1.40
C -8.03 -3.53 1.41
C -7.33 -4.62 0.94
C -6.04 -4.46 0.46
C -5.44 -3.21 0.45
C -3.19 -0.51 1.72
S -2.58 -0.79 0.20
C -2.06 0.27 5.30
C -2.23 -0.98 6.13
C -1.89 -2.23 5.61
C -2.09 -3.38 6.36
C -2.62 -3.30 7.64
C -2.97 -2.06 8.16
C -2.78 -0.91 7.40
H -4.51 1.38 3.83
H -4.54 0.27 5.21
H -6.04 -0.44 3.34
H -4.82 -1.65 3.74
H -5.06 -0.51 -0.04
H -6.28 0.03 1.11
H -8.00 -1.41 1.75
H -9.04 -3.65 1.78
H -7.79 -5.60 0.94
H -5.49 -5.32 0.08
H -4.44 -3.07 0.07
H -2.43 1.14 5.85
H -1.01 0.44 5.06
H -1.47 -2.31 4.61
H -1.82 -4.34 5.94
H -2.76 -4.20 8.23
H -3.39 -1.99 9.15
H -3.06 0.05 7.82
C 0.67 -1.40 -2.89
N 1.46 -2.46 -2.25
C 0.72 -3.15 -1.21
P 0.65 -2.27 0.41
C -0.35 -3.54 1.31
C 0.10 -4.14 2.49
C -0.63 -5.15 3.10
C -1.83 -5.58 2.55
C -2.30 -4.98 1.40
C -1.58 -3.96 0.79
C 2.29 -2.56 1.16
C 2.59 -1.87 2.34
C 3.82 -2.03 2.96
C 4.78 -2.87 2.40
C 4.49 -3.54 1.22
C 3.25 -3.40 0.61
C 2.29 -3.22 -3.10
C 3.17 -2.57 -3.97
C 4.00 -3.29 -4.82
C 4.00 -4.68 -4.82
C 3.14 -5.33 -3.95
C 2.28 -4.62 -3.12
P 0.36 0.13 -1.90
C -0.71 1.02 -3.08
C -0.21 1.41 -4.32
C -1.03 2.07 -5.22
C -2.35 2.37 -4.88
C -2.84 1.99 -3.65
C -2.03 1.31 -2.75
C 1.87 1.19 -2.04
C 1.66 2.49 -1.80
C 2.77 3.43 -1.65
C 4.02 3.06 -1.90
C 4.37 1.68 -2.38
C 3.27 0.63 -2.02
H -0.34 -1.78 -3.11
H 1.12 -1.11 -3.84
H 1.16 -4.12 -1.00
H -0.32 -3.32 -1.52
H 1.04 -3.82 2.93
H -0.24 -5.61 4.00
H -2.38 -6.40 3.01
H -3.25 -5.30 0.97
H -1.98 -3.49 -0.10
H 1.87 -1.18 2.75
H 4.03 -1.49 3.87
H 5.74 -2.98 2.87
H 5.24 -4.18 0.76
H 3.07 -3.92 -0.33
H 3.21 -1.50 -4.00
H 4.66 -2.75 -5.49
H 4.65 -5.23 -5.48
H 3.10 -6.41 -3.94
H 1.60 -5.18 -2.50
H 0.82 1.22 -4.58
H -0.64 2.37 -6.19
H -2.98 2.90 -5.58
H -3.86 2.23 -3.38
H -2.41 1.02 -1.78
H 0.65 2.86 -1.70
H 2.55 4.44 -1.34
H 4.83 3.78 -1.83
H 4.42 1.73 -3.48
H 3.36 -0.20 -2.71
S 2.71 2.40 3.12
C 1.96 1.65 1.90
N 1.46 1.11 0.99
Se -2.53 4.10 1.35
C -1.66 2.66 0.74
N -1.10 1.71 0.36
O 9.91 -1.58 -0.94
C 9.32 -0.54 -0.30
O 9.81 -0.13 0.72
C 8.08 0.04 -0.91
C 7.52 1.15 -0.29
C 6.35 1.71 -0.76
C 5.71 1.18 -1.88
S 3.54 -0.17 -0.42
C 6.29 0.09 -2.52
C 7.46 -0.48 -2.04
H 9.44 -1.78 -1.76
H 8.02 1.55 0.58
H 5.90 2.54 -0.23
H 5.81 -0.34 -3.39
H 7.84 -1.36 -2.56
```

For the total energy, the calculation gives -7475.58958 a.u. Its spin multiplicity is 2. The value obtained for the energy above the lowest of the compared OMol25 structures with the same formula, charge and spin is 42.9 kcal per mole. As for the charge: 0.

Löwdin population analysis, charges in e, atoms 1 to 99:
1 Ru 0.350
2 S 0.817
3 C -0.610
4 N -0.091
5 C -0.093
6 C -0.096
7 N -0.090
8 C -0.112
9 C -0.207
10 C -0.047
11 C -0.076
12 C -0.081
13 C -0.078
14 C -0.032
15 C -0.586
16 S 0.789
17 C -0.105
18 C -0.204
19 C -0.029
20 C -0.070
21 C -0.084
22 C -0.079
23 C -0.045
24 H 0.144
25 H 0.134
26 H 0.131
27 H 0.146
28 H 0.089
29 H 0.133
30 H 0.112
31 H 0.105
32 H 0.105
33 H 0.100
34 H 0.083
35 H 0.135
36 H 0.094
37 H 0.087
38 H 0.095
39 H 0.103
40 H 0.104
41 H 0.113
42 C -0.280
43 N -0.161
44 C -0.316
45 P 0.914
46 C -0.333
47 C -0.076
48 C -0.085
49 C -0.081
50 C -0.077
51 C -0.130
52 C -0.427
53 C -0.148
54 C -0.060
55 C -0.071
56 C -0.076
57 C -0.103
58 C -0.224
59 C -0.033
60 C -0.080
61 C -0.099
62 C -0.083
63 C -0.032
64 P 0.951
65 C -0.357
66 C -0.091
67 C -0.075
68 C -0.080
69 C -0.069
70 C -0.096
71 C -0.396
72 C -0.103
73 C -0.047
74 C -0.056
75 C -0.255
76 C -0.580
77 H 0.103
78 H 0.087
79 H 0.071
80 H 0.093
81 H 0.100
82 H 0.105
83 H 0.105
84 H 0.085
85 H 0.057
86 H 0.052
87 H 0.112
88 H 0.106
89 H 0.106
90 H 0.091
91 H 0.085
92 H 0.104
93 H 0.100
94 H 0.105
95 H 0.100
96 H 0.106
97 H 0.104
98 H 0.104
99 H 0.106

Record 2
ORCA calculation (the ωB97M-V functional and the def2-TZVPD basis) on a molecular structure, C59H53Cl2F3GeIN3O4SbTi in a non-equilibrium geometry.

Structure (XYZ):
```
128
C59H53Cl2F3GeIN3O4SbTi, DFT the ωB97M-V functional and the def2-TZVPD basis
Ti 0.38 -0.05 0.27
Cl 1.47 4.38 -1.48
C 2.57 3.16 -0.93
C 3.94 3.37 -0.96
C 4.80 2.39 -0.53
Cl 6.50 2.72 -0.62
C 4.37 1.13 -0.04
C 5.16 0.13 0.51
C 4.52 -0.98 1.09
C 3.18 -1.18 0.99
N 2.35 -0.32 0.20
C 2.96 0.95 -0.09
C 2.05 1.93 -0.48
O 0.74 1.67 -0.45
H 4.33 4.31 -1.32
H 6.24 0.24 0.57
H 5.10 -1.69 1.67
H 2.64 -1.98 1.49
C 0.36 -1.78 3.56
C 1.38 -0.67 3.75
O 1.19 0.33 2.75
H 0.44 -2.51 4.36
H 0.53 -2.27 2.60
H -0.65 -1.37 3.55
H 2.40 -1.08 3.69
H 1.26 -0.20 4.74
H 1.99 0.87 2.70
N -2.35 0.83 -4.64
C -2.74 1.34 -3.29
C -2.25 0.31 -2.26
N -0.84 0.09 -2.35
C -0.41 -0.29 -3.67
C -0.87 0.70 -4.76
H -2.71 1.44 -5.38
H -2.75 -0.11 -4.74
H -3.82 1.47 -3.26
H -2.25 2.30 -3.12
H -2.78 -0.64 -2.41
H -2.47 0.67 -1.25
H -0.31 0.87 -1.95
H -0.81 -1.29 -3.89
H 0.68 -0.37 -3.68
H -0.62 0.33 -5.75
H -0.42 1.68 -4.60
F -1.13 8.07 5.52
C -1.06 6.93 4.77
C -0.02 6.76 3.89
C 0.03 5.60 3.14
C -0.94 4.62 3.24
C -1.96 4.82 4.15
C -2.04 5.97 4.92
Sb -0.73 2.76 2.00
C -2.39 1.90 3.10
C -3.72 2.26 2.94
C -4.72 1.67 3.70
C -4.37 0.71 4.63
F -5.34 0.13 5.38
C -3.05 0.35 4.84
C -2.07 0.96 4.07
C -1.87 3.80 0.46
C -1.46 5.07 0.06
C -2.04 5.70 -1.04
C -3.06 5.05 -1.70
F -3.62 5.63 -2.81
C -3.53 3.81 -1.30
C -2.90 3.18 -0.23
H 0.73 7.54 3.79
H 0.86 5.46 2.45
H -2.73 4.07 4.27
H -2.84 6.12 5.63
H -3.98 3.03 2.22
H -5.75 1.94 3.58
H -2.81 -0.39 5.59
H -1.03 0.71 4.24
H -0.69 5.58 0.61
H -1.71 6.67 -1.38
H -4.37 3.36 -1.82
H -3.22 2.20 0.07
I -7.34 -3.52 1.90
C -5.46 -2.60 1.55
C -4.33 -3.40 1.40
C -3.11 -2.82 1.16
C -2.97 -1.41 1.05
C -4.15 -0.63 1.19
C -5.37 -1.21 1.44
C -1.70 -0.85 0.80
O -0.62 -1.57 0.66
O -1.49 0.43 0.61
H -4.41 -4.48 1.47
H -2.22 -3.42 1.05
H -4.08 0.45 1.11
H -6.25 -0.60 1.55
C 1.72 -0.92 -0.98
Ge 2.38 -2.73 -1.42
C 4.04 -2.37 -2.48
C 3.83 -1.85 -3.75
C 4.87 -1.29 -4.47
C 6.14 -1.24 -3.93
C 6.36 -1.76 -2.66
C 5.32 -2.31 -1.94
C 1.04 -3.44 -2.71
C -0.31 -3.20 -2.47
C -1.28 -3.73 -3.30
C -0.92 -4.52 -4.39
C 0.42 -4.79 -4.62
C 1.38 -4.26 -3.79
C 2.43 -4.19 -0.07
C 1.21 -4.56 0.48
C 1.12 -5.61 1.37
C 2.27 -6.30 1.74
C 3.50 -5.93 1.20
C 3.57 -4.89 0.30
H 1.97 -0.31 -1.88
H 2.84 -1.87 -4.17
H 4.68 -0.89 -5.46
H 6.96 -0.80 -4.49
H 7.35 -1.71 -2.23
H 5.50 -2.67 -0.95
H -0.59 -2.56 -1.63
H -2.33 -3.55 -3.09
H -1.68 -4.94 -5.03
H 0.71 -5.41 -5.46
H 2.43 -4.47 -3.96
H 0.32 -4.01 0.20
H 0.16 -5.90 1.77
H 2.21 -7.13 2.43
H 4.39 -6.46 1.49
H 4.52 -4.61 -0.13
```

For the total energy, the calculation gives -7429.55772 a.u. As for the charge: -1.

Löwdin population analysis, charges in e, atoms 1 to 99:
1 Ti 0.949
2 Cl 0.673
3 C -0.605
4 C -0.158
5 C -0.619
6 Cl 0.643
7 C -0.209
8 C -0.130
9 C -0.129
10 C -0.171
11 N -0.245
12 C -0.126
13 C -0.382
14 O -0.308
15 H 0.094
16 H 0.061
17 H 0.107
18 H 0.096
19 C -0.058
20 C -0.287
21 O -0.172
22 H 0.083
23 H 0.058
24 H 0.065
25 H 0.108
26 H 0.113
27 H 0.098
28 N 0.043
29 C -0.110
30 C -0.170
31 N -0.035
32 C -0.182
33 C -0.097
34 H 0.176
35 H 0.176
36 H 0.124
37 H 0.128
38 H 0.135
39 H 0.099
40 H 0.095
41 H 0.104
42 H 0.120
43 H 0.129
44 H 0.138
45 F 0.029
46 C -0.284
47 C -0.025
48 C -0.157
49 C -0.341
50 C -0.108
51 C -0.017
52 Sb 1.661
53 C -0.369
54 C -0.147
55 C -0.019
56 C -0.269
57 F 0.045
58 C 0.003
59 C -0.118
60 C -0.327
61 C -0.136
62 C -0.020
63 C -0.279
64 F 0.020
65 C -0.036
66 C -0.127
67 H 0.112
68 H 0.093
69 H 0.079
70 H 0.113
71 H 0.100
72 H 0.118
73 H 0.118
74 H 0.078
75 H 0.077
76 H 0.116
77 H 0.108
78 H 0.073
79 I 0.682
80 C -0.758
81 C -0.203
82 C -0.057
83 C -0.164
84 C -0.067
85 C -0.200
86 C -0.618
87 O -0.165
88 O -0.275
89 H 0.078
90 H 0.093
91 H 0.072
92 H 0.082
93 C -0.286
94 Ge 1.056
95 C -0.241
96 C -0.136
97 C -0.098
98 C -0.096
99 C -0.086

Record 3
ORCA calculation (the ωB97M-V functional and the def2-TZVPD basis) on a molecular structure, C59H56GeMoN5OSi in a non-equilibrium geometry.

Structure (XYZ):
```
124
C59H56GeMoN5OSi, DFT the ωB97M-V functional and the def2-TZVPD basis
Mo -0.49 -0.82 0.34
C -3.39 -1.15 2.98
C -4.18 -0.23 2.04
C -3.52 0.06 0.66
N -2.59 -0.97 0.26
C -3.12 -2.18 0.09
C -4.50 -2.40 -0.18
C -5.25 -3.55 -0.25
C -4.88 -4.85 0.07
C -3.60 -5.29 0.34
C -2.40 -4.61 0.26
C -2.13 -3.24 0.04
N -0.89 -2.75 -0.09
C 0.13 -3.63 -0.66
C 1.48 -3.61 0.04
C 2.11 -2.21 -0.04
N 1.39 -1.36 0.88
C 1.74 -1.37 2.17
C 2.82 -2.12 2.67
C 3.43 -2.12 3.91
C 3.18 -1.34 5.02
C 2.16 -0.40 5.15
C 1.13 -0.11 4.29
C 0.81 -0.59 3.00
N -0.35 -0.35 2.39
C -1.38 0.42 3.05
C -2.36 -0.43 3.86
H -2.89 -1.93 2.42
H -4.10 -1.65 3.64
H -4.37 0.73 2.53
H -5.14 -0.71 1.86
H -2.98 1.01 0.67
H -4.30 0.19 -0.10
H -5.05 -1.50 -0.45
H -6.28 -3.41 -0.54
H -5.67 -5.58 0.11
H -3.51 -6.34 0.60
H -1.53 -5.22 0.48
H 0.29 -3.29 -1.70
H -0.23 -4.66 -0.72
H 2.13 -4.35 -0.43
H 1.35 -3.88 1.10
H 1.97 -1.81 -1.04
H 3.19 -2.24 0.15
H 3.28 -2.80 1.97
H 4.27 -2.80 4.01
H 3.84 -1.47 5.87
H 2.14 0.14 6.09
H 0.42 0.60 4.70
H -1.95 0.95 2.30
H -0.94 1.19 3.70
H -2.89 0.23 4.55
H -1.81 -1.16 4.45
O 0.76 1.32 0.56
Si 1.79 2.58 0.99
C 1.84 3.76 -0.49
C 2.52 4.98 -0.42
C 2.51 5.86 -1.48
C 1.82 5.55 -2.64
C 1.13 4.35 -2.73
C 1.16 3.46 -1.67
C 3.39 1.62 1.30
C 4.04 0.99 0.24
C 5.24 0.34 0.44
C 5.82 0.32 1.70
C 5.19 0.93 2.76
C 3.98 1.57 2.56
C 1.26 3.59 2.52
C 2.22 4.27 3.27
C 1.87 5.00 4.39
C 0.54 5.09 4.78
C -0.43 4.47 4.02
C -0.08 3.73 2.90
H 3.05 5.23 0.49
H 3.04 6.79 -1.40
H 1.80 6.24 -3.46
H 0.58 4.10 -3.62
H 0.64 2.52 -1.76
H 3.60 1.03 -0.75
H 5.74 -0.13 -0.39
H 6.77 -0.18 1.85
H 5.63 0.92 3.74
H 3.49 2.04 3.40
H 3.25 4.23 2.96
H 2.63 5.51 4.96
H 0.27 5.66 5.65
H -1.47 4.56 4.29
H -0.86 3.28 2.29
N -1.43 2.24 0.36
C -0.52 1.49 0.37
C -4.11 2.22 -4.16
C -3.30 2.72 -3.17
C -2.29 1.94 -2.63
C -2.06 0.64 -3.07
C -2.89 0.16 -4.08
C -3.91 0.93 -4.61
Ge -0.63 -0.54 -2.28
C -1.13 -2.24 -3.24
C -2.35 -2.84 -2.93
C -2.70 -4.08 -3.43
C -1.83 -4.75 -4.27
C -0.65 -4.15 -4.65
C -0.30 -2.91 -4.14
C 1.01 0.00 -3.34
C 2.17 -0.77 -3.35
C 3.34 -0.33 -3.93
C 3.37 0.90 -4.56
C 2.22 1.66 -4.62
C 1.06 1.22 -4.01
H -4.90 2.83 -4.58
H -3.45 3.73 -2.80
H -1.68 2.36 -1.84
H -2.74 -0.85 -4.45
H -4.54 0.51 -5.39
H -3.05 -2.29 -2.32
H -3.64 -4.53 -3.14
H -2.09 -5.73 -4.65
H 0.02 -4.64 -5.35
H 0.63 -2.45 -4.44
H 2.15 -1.76 -2.91
H 4.22 -0.96 -3.90
H 4.29 1.25 -5.02
H 2.23 2.61 -5.14
H 0.16 1.81 -4.07
```

For the total energy, the calculation gives -5065.42904 a.u. Its spin multiplicity is 2. As for the charge: 0.

Löwdin population analysis, charges in e, atoms 1 to 99:
1 Mo 1.500
2 C -0.195
3 C -0.152
4 C -0.222
5 N -0.117
6 C -0.270
7 C -0.009
8 C -0.063
9 C -0.086
10 C -0.071
11 C 0.002
12 C -0.237
13 N -0.137
14 C -0.215
15 C -0.143
16 C -0.229
17 N -0.139
18 C -0.210
19 C -0.011
20 C -0.075
21 C -0.107
22 C -0.073
23 C -0.008
24 C -0.200
25 N -0.091
26 C -0.230
27 C -0.166
28 H 0.091
29 H 0.111
30 H 0.117
31 H 0.096
32 H 0.049
33 H 0.114
34 H 0.111
35 H 0.112
36 H 0.100
37 H 0.108
38 H 0.109
39 H 0.090
40 H 0.109
41 H 0.121
42 H 0.114
43 H 0.066
44 H 0.113
45 H 0.094
46 H 0.108
47 H 0.097
48 H 0.110
49 H 0.098
50 H 0.071
51 H 0.095
52 H 0.114
53 H 0.112
54 O -0.186
55 Si 0.720
56 C -0.194
57 C -0.089
58 C -0.088
59 C -0.080
60 C -0.080
61 C -0.083
62 C -0.208
63 C -0.084
64 C -0.084
65 C -0.085
66 C -0.086
67 C -0.103
68 C -0.199
69 C -0.117
70 C -0.084
71 C -0.087
72 C -0.079
73 C -0.089
74 H 0.096
75 H 0.100
76 H 0.102
77 H 0.100
78 H 0.070
79 H 0.106
80 H 0.102
81 H 0.102
82 H 0.104
83 H 0.086
84 H 0.096
85 H 0.102
86 H 0.101
87 H 0.104
88 H 0.069
89 N 0.128
90 C -0.669
91 C -0.103
92 C -0.088
93 C -0.134
94 C -0.289
95 C -0.114
96 C -0.094
97 Ge 0.996
98 C -0.330
99 C -0.148